1.
C21H28ClN3O5S | ωB97M-V/def2-TZVPD

Last column: Mulliken charge in e.
CARTESIAN COORDINATES (ANGSTROEM)
C (-5.619, 1.805, 0.453)  -0.89
H (-6.265, 2.676, 0.351)  0.25
O (-4.577, 1.999, -0.469)  -0.50
C (-3.620, 1.035, -0.585)  0.22
C (-3.563, -0.127, 0.182)  -0.34
C (-2.537, -1.046, 0.016)  0.43
C (-1.533, -0.807, -0.941)  -0.16
C (-1.613, 0.322, -1.738)  -0.82
C (-2.634, 1.236, -1.549)  0.33
Cl (-2.677, 2.672, -2.503)  -0.24
H (-0.877, 0.474, -2.507)  1.18
N (-0.469, -1.694, -1.055)  -0.47
S (1.041, -1.099, -1.480)  1.36
O (1.051, -0.801, -2.883)  -0.77
O (1.987, -2.066, -1.001)  -0.68
C (1.214, 0.399, -0.568)  1.00
C (1.201, 1.706, -0.999)  0.44
N (1.281, 2.500, 0.107)  0.39
C (1.359, 1.724, 1.235)  0.27
C (1.327, 0.406, 0.844)  0.34
C (1.312, -0.837, 1.656)  -0.28
O (0.286, -1.494, 1.770)  -0.83
N (2.460, -1.177, 2.273)  0.28
C (3.740, -0.560, 2.025)  -0.70
H (4.265, -0.500, 2.985)  0.46
C (4.553, -1.397, 1.024)  -0.70
C (4.212, -2.884, 1.182)  -0.46
C (3.829, -3.187, 2.626)  -0.74
C (2.531, -2.451, 2.967)  -0.74
H (2.453, -2.280, 4.049)  0.24
H (1.662, -3.032, 2.649)  0.43
H (3.680, -4.258, 2.767)  0.41
H (4.636, -2.874, 3.294)  0.32
H (5.059, -3.497, 0.874)  0.47
H (3.370, -3.116, 0.529)  0.11
H (4.306, -1.092, 0.007)  0.20
H (5.616, -1.217, 1.194)  0.47
H (3.595, 0.452, 1.650)  0.26
C (1.446, 2.287, 2.610)  -2.19
H (2.336, 2.907, 2.731)  0.38
H (1.494, 1.469, 3.323)  0.40
H (0.570, 2.892, 2.844)  0.53
C (1.266, 3.937, 0.060)  -1.14
H (1.172, 4.338, 1.066)  0.46
H (2.187, 4.318, -0.387)  0.32
H (0.421, 4.280, -0.539)  0.31
C (1.155, 2.259, -2.374)  -2.04
H (1.980, 2.952, -2.537)  0.58
H (1.235, 1.440, -3.083)  0.34
H (0.221, 2.793, -2.549)  0.28
H (-0.415, -2.314, -0.255)  0.43
O (-2.423, -2.209, 0.710)  -0.41
C (-3.224, -2.399, 1.849)  -1.06
H (-4.281, -2.517, 1.586)  0.38
H (-2.865, -3.319, 2.307)  0.27
H (-3.109, -1.575, 2.559)  0.37
H (-4.325, -0.311, 0.920)  0.56
H (-5.245, 1.752, 1.481)  0.34
H (-6.195, 0.902, 0.227)  0.34

Summary:
Net charge: 0
SMILES string: COc1cc(OC)c(NS(=O)(=O)c2c(C(=O)N3CCCCC3)c(C)n(C)c2C)cc1Cl
Electronic energy, eV: -60296.92713
Multiplicity: 1
F_max, eV Å⁻¹: 1.03

=====

2.
C27H90O33P6 | ωB97M-V/def2-TZVPD

Last column: Mulliken charge in e.
CARTESIAN COORDINATES (ANGSTROEM)
C (0.135, 5.002, 2.665)  -0.40
O (1.405, 5.497, 2.419)  -0.55
H (0.238, 4.027, 3.142)  0.02
H (-0.472, 5.585, 3.358)  0.37
H (-0.418, 4.905, 1.731)  0.24
H (1.870, 5.492, 3.259)  0.26
C (-4.150, 3.262, 1.872)  -0.46
O (-4.342, 3.079, 0.459)  -0.57
H (-4.367, 2.386, 2.484)  0.20
H (-3.123, 3.576, 2.058)  0.09
H (-4.948, 3.927, 2.200)  0.36
H (-3.569, 2.605, 0.142)  0.47
C (3.409, -0.400, -0.058)  -0.46
O (3.731, 0.811, -0.687)  -0.58
H (2.372, -0.387, 0.278)  0.00
H (3.437, -1.221, -0.774)  0.34
H (4.126, -0.750, 0.685)  0.30
H (3.912, 1.509, -0.054)  0.21
C (2.238, -2.697, -4.993)  0.09
O (3.280, -3.626, -5.017)  -0.55
H (2.657, -1.695, -5.086)  0.35
H (1.542, -2.903, -5.806)  0.03
H (1.675, -2.783, -4.064)  -0.22
H (2.880, -4.484, -4.858)  0.31
C (3.345, 6.701, 0.179)  -0.58
O (1.924, 6.672, 0.057)  -0.54
H (3.798, 7.293, -0.615)  0.28
H (3.669, 6.974, 1.183)  0.25
H (3.742, 5.690, 0.088)  0.15
H (1.640, 6.191, 0.838)  0.45
C (1.510, -2.301, 3.162)  0.12
O (1.162, -1.899, 4.532)  -0.43
H (2.229, -3.116, 3.255)  0.50
H (0.685, -2.673, 2.555)  -0.19
H (2.029, -1.472, 2.681)  -0.16
H (1.123, -2.645, 5.134)  0.24
C (4.491, 2.743, -3.269)  -0.86
O (3.297, 1.996, -3.099)  -0.37
H (5.297, 2.110, -3.641)  0.28
H (4.335, 3.494, -4.043)  0.30
H (4.847, 3.259, -2.377)  0.29
H (3.443, 1.467, -2.311)  0.34
C (0.784, -4.022, -1.238)  -0.49
O (-0.490, -3.529, -1.250)  -0.05
H (0.806, -5.048, -1.606)  0.23
H (1.464, -3.340, -1.750)  0.08
H (1.105, -4.046, -0.196)  0.22
H (-0.869, -3.563, -0.369)  0.26
C (0.284, 4.206, -4.408)  -0.34
O (1.647, 3.743, -4.619)  -0.61
H (0.190, 5.040, -3.713)  0.22
H (-0.115, 4.669, -5.310)  0.35
H (-0.325, 3.351, -4.114)  -0.02
H (1.897, 3.158, -3.900)  0.31
C (-2.201, -1.888, 4.209)  0.25
O (-3.092, -2.703, 3.476)  -0.53
P (-2.231, -3.745, 2.480)  0.60
O (-1.496, -3.021, 1.421)  -0.34
O (-1.397, -4.605, 3.525)  -0.22
C (-0.667, -5.785, 3.216)  -0.85
O (-3.367, -4.791, 1.886)  -0.40
C (-4.074, -5.734, 2.738)  -0.73
H (-2.868, -1.292, 4.831)  0.18
H (-1.593, -1.284, 3.535)  -0.28
H (-1.631, -2.522, 4.888)  0.31
H (0.405, -5.764, 3.415)  0.30
H (-0.861, -6.123, 2.198)  0.38
H (-1.074, -6.587, 3.832)  0.30
H (-5.152, -5.827, 2.609)  0.31
H (-3.933, -5.569, 3.807)  0.30
H (-3.742, -6.751, 2.531)  0.30
C (-4.549, 1.304, 5.135)  -0.69
O (-3.336, 0.991, 5.809)  -0.29
P (-2.087, 2.026, 5.750)  0.09
O (-1.524, 2.229, 4.407)  0.56
O (-2.728, 3.382, 6.394)  -0.36
C (-2.246, 4.683, 6.041)  -0.31
O (-1.093, 1.522, 6.947)  -0.43
C (-0.058, 0.552, 6.733)  -0.16
H (-4.556, 2.317, 4.732)  0.27
H (-5.398, 1.189, 5.809)  0.31
H (-4.820, 0.546, 4.400)  0.28
H (-3.085, 5.312, 5.744)  0.26
H (-1.480, 4.727, 5.266)  -0.09
H (-1.778, 5.026, 6.964)  0.31
H (-0.145, -0.202, 7.516)  0.36
H (0.897, 1.074, 6.779)  0.19
H (-0.121, 0.045, 5.771)  -0.13
C (-4.319, 0.974, -2.576)  -0.01
O (-4.870, 1.404, -3.850)  -0.42
P (-4.187, 1.007, -5.259)  0.56
O (-4.937, 1.287, -6.501)  -0.75
O (-2.791, 1.818, -5.184)  -0.04
C (-1.722, 1.514, -6.015)  -0.65
O (-3.710, -0.573, -5.133)  0.10
C (-4.695, -1.567, -5.383)  -0.72
H (-3.262, 0.707, -2.583)  -0.17
H (-4.961, 0.141, -2.290)  0.31
H (-4.418, 1.847, -1.932)  0.28
H (-1.867, 0.639, -6.649)  0.34
H (-0.918, 1.160, -5.371)  0.18
H (-1.361, 2.340, -6.628)  0.30
H (-5.103, -2.001, -4.470)  0.31
H (-4.235, -2.411, -5.896)  0.11
H (-5.538, -1.290, -6.015)  0.39
C (0.869, -5.358, -7.879)  -0.72
O (-0.384, -4.918, -8.100)  -0.31
P (-1.463, -4.821, -6.916)  0.61
O (-2.812, -4.290, -7.240)  -0.72
O (-0.695, -4.041, -5.706)  0.21
C (-1.406, -3.676, -4.558)  -0.42
O (-1.514, -6.314, -6.370)  -0.28
C (-1.834, -7.306, -7.278)  -0.82
H (1.484, -4.480, -8.076)  0.30
H (1.099, -6.186, -8.550)  0.29
H (1.080, -5.783, -6.898)  0.30
H (-0.843, -3.950, -3.666)  0.17
H (-2.423, -4.064, -4.508)  0.40
H (-1.598, -2.605, -4.613)  0.00
H (-2.625, -7.974, -6.936)  0.30
H (-0.929, -7.830, -7.585)  0.28
H (-2.233, -6.960, -8.232)  0.36
C (6.471, 2.778, 6.828)  -0.75
O (5.127, 2.384, 6.525)  -0.36
P (4.854, 1.882, 4.981)  0.92
O (5.066, 2.876, 3.934)  -0.63
O (3.370, 1.208, 5.202)  -0.15
C (2.243, 1.582, 4.480)  -0.68
O (5.882, 0.647, 4.837)  -0.38
C (5.662, -0.256, 3.809)  -0.42
H (7.302, 2.467, 6.194)  0.33
H (6.680, 2.253, 7.760)  0.27
H (6.469, 3.847, 7.045)  0.28
H (1.715, 2.367, 5.021)  0.32
H (1.625, 0.691, 4.367)  -0.08
H (2.581, 1.898, 3.493)  0.69
H (5.822, -1.286, 4.128)  0.31
H (6.438, -0.068, 3.067)  0.28
H (4.695, -0.199, 3.309)  -0.01
C (1.311, 3.408, -0.983)  -0.47
O (0.570, 2.346, -1.657)  0.94
P (-0.653, 1.562, -0.943)  -0.29
O (-1.849, 2.326, -0.569)  -0.74
O (-0.973, 0.354, -1.957)  -0.26
C (0.030, -0.269, -2.705)  0.31
O (0.120, 0.869, 0.274)  0.55
C (-0.488, 0.902, 1.535)  0.04
H (1.042, 4.413, -1.305)  0.41
H (2.398, 3.345, -1.039)  -0.09
H (1.106, 3.308, 0.083)  -0.17
H (-0.401, -0.610, -3.646)  -0.11
H (0.438, -1.099, -2.128)  -0.21
H (0.894, 0.377, -2.853)  0.20
H (0.217, 1.406, 2.196)  -0.14
H (-0.578, -0.101, 1.952)  -0.46
H (-1.450, 1.405, 1.626)  0.31

Summary:
Net charge: 0
Electronic energy, eV: -152767.08046
Multiplicity: 1
F_max, eV Å⁻¹: 4.50

=====

3.
C2H2Cl2N2 | ωB97M-V/def2-TZVPD

Last column: Mulliken charge in e.
CARTESIAN COORDINATES (ANGSTROEM)
C (-0.694, 1.238, -0.940)  -0.01
C (1.207, 1.178, 0.619)  0.06
N (-1.569, 0.463, -0.860)  -0.21
N (1.647, 0.043, 0.691)  -0.16
Cl (-1.784, -1.221, 0.633)  -0.16
Cl (1.338, -1.484, -0.363)  -0.15
H (-2.443, 0.080, -1.173)  0.34
H (2.299, -0.296, 1.395)  0.29

Summary:
Net charge: 0
Electronic energy, eV: -30123.84334
Multiplicity: 1
F_max, eV Å⁻¹: 1.55